No. 1
Here is a molecular structure, C18H15ClI2N2O4Pb in a non-equilibrium geometry from OMol25. Energies are from wB97M-V/def2-TZVPD.

Structure (ORCA input):
```
! wB97M-V def2-TZVPD RIJCOSX def2/J DEFGRID3
* xyz 0 1
Pb -1.0568 -0.2782 2.6535
O 0.6355 0.9096 4.0106
C 1.6200 1.5824 3.4330
C 2.9597 1.2907 3.8468
C 4.0405 1.9957 3.3521
C 3.8533 2.9090 2.2834
C 2.5733 3.0406 1.7329
C 1.4038 2.4579 2.2867
C -0.0059 2.8281 1.8330
N -1.1043 2.0341 1.8697
C -2.1844 2.9093 1.6127
C -1.7022 4.1547 1.2464
N -0.3623 4.0508 1.4252
H 3.1536 0.5437 4.6581
H 5.0551 1.9147 3.7289
H 4.6462 3.5972 1.9534
H 2.4599 3.7535 0.9189
H -3.1796 2.6141 1.8336
H -2.2441 4.9834 0.8058
H 0.3280 4.7953 1.1964
I -4.1684 -0.4815 2.1008
I -6.8440 0.9301 1.5428
C -0.9327 -4.9570 -2.6295
C -1.0446 -3.5310 -3.1484
C -1.7011 -3.2876 -4.3229
C -1.7647 -1.9632 -4.7494
Cl -2.0652 -1.5070 -6.3732
C -1.3410 -0.9507 -3.9628
C -0.7883 -1.1799 -2.7111
C -0.4961 -2.5081 -2.3894
O 0.4210 -2.9130 -1.4671
C 1.2422 -2.0722 -0.7295
C 0.6437 -1.3224 0.5557
O -0.6197 -1.2198 0.6552
O 1.5454 -0.9445 1.3063
H -0.3758 -5.6202 -3.2866
H -1.9687 -5.3754 -2.3959
H -0.2677 -4.9093 -1.7562
H -2.2370 -4.0556 -4.9054
H -1.3452 0.1324 -4.2328
H -0.5421 -0.3619 -2.0414
H 1.6865 -1.2624 -1.3749
H 2.0745 -2.7267 -0.3653
*
```

As for the largest force on an atom: 3.47 eV/A. For the gap between HOMO and LUMO (alpha / beta), the calculation gives 3.73 / 3.95 eV. For the highest occupied orbital energy (alpha / beta), the calculation gives -0.27858 / -0.28175 hartree. The calculation puts the LUMO energy (alpha / beta) at -3.85 / -3.71 eV. As for the total energy: -2353.8117 a.u. The calculation puts the energy above the lowest of the compared OMol25 structures with the same formula, charge and spin at 184.2 kJ/mol.

No. 2
Here is 3 unconnected molecules or ions with the total composition C18H15F2O3P in a non-equilibrium geometry from OMol25. Energies are from wB97M-V/def2-TZVPD.

Structure (ORCA input):
```
! wB97M-V def2-TZVPD RIJCOSX def2/J DEFGRID3
* xyz 0 1
O -1.2555 1.1912 -1.3170
P -0.8336 0.4255 -0.1194
C 0.9807 0.5807 0.2789
C 1.6498 -0.4422 0.8023
C 3.1289 -0.2182 1.1440
O 3.9346 -1.0834 1.1094
C 3.4620 1.2106 1.5760
C 2.8009 2.2307 1.0617
C 1.7437 1.8932 0.0069
O 1.5598 2.5591 -0.9476
H -1.2271 -0.9412 -0.1728
H -1.5301 0.9504 1.0108
H 1.1475 -1.3893 0.9926
H 4.2412 1.3278 2.3377
H 2.9991 3.2611 1.3732
F -0.5077 -1.1459 2.1909
C -1.0375 -1.3332 3.4251
C -0.4752 -2.2776 4.2598
C -1.0136 -2.4663 5.5248
C -2.1102 -1.7169 5.9317
C -2.6661 -0.7744 5.0767
C -2.1235 -0.5758 3.8150
H 0.3744 -2.8573 3.9211
H -0.5782 -3.1981 6.1926
H -2.5315 -1.8686 6.9174
H -3.5229 -0.1934 5.3922
H -2.5379 0.1602 3.1379
F -1.6871 0.0739 -7.6941
C -1.0126 0.3152 -6.5520
C -1.4495 1.3195 -5.7083
C -0.7584 1.5651 -4.5298
C 0.3658 0.8106 -4.2162
C 0.7949 -0.1912 -5.0766
C 0.0987 -0.4462 -6.2513
H -2.3228 1.9010 -5.9754
H -1.0939 2.3421 -3.8564
H 0.9060 1.0061 -3.2984
H 1.6735 -0.7759 -4.8334
H 0.4131 -1.2289 -6.9302
*
```

As for the largest force on an atom: 2.40 eV/A. For the gap between HOMO and LUMO, the calculation gives 7.54 eV. For the highest occupied orbital energy, the calculation gives -0.31997 hartree. The calculation puts the LUMO energy at -1.17 eV. As for the total energy: -1461.6456 a.u. As for the SMILES: O=[PH2]C1=CC(=O)C=CC1=O.Fc1ccccc1.Fc1ccccc1.

> What is the formula in the first record?

C18H15ClI2N2O4Pb

> What is the largest force on an atom in the first record?

3.47 eV/A

Please write out number 2 again, unchanged.
Here is 3 unconnected molecules or ions with the total composition C18H15F2O3P in a non-equilibrium geometry from OMol25. Energies are from wB97M-V/def2-TZVPD.

Structure (ORCA input):
```
! wB97M-V def2-TZVPD RIJCOSX def2/J DEFGRID3
* xyz 0 1
O -1.2555 1.1912 -1.3170
P -0.8336 0.4255 -0.1194
C 0.9807 0.5807 0.2789
C 1.6498 -0.4422 0.8023
C 3.1289 -0.2182 1.1440
O 3.9346 -1.0834 1.1094
C 3.4620 1.2106 1.5760
C 2.8009 2.2307 1.0617
C 1.7437 1.8932 0.0069
O 1.5598 2.5591 -0.9476
H -1.2271 -0.9412 -0.1728
H -1.5301 0.9504 1.0108
H 1.1475 -1.3893 0.9926
H 4.2412 1.3278 2.3377
H 2.9991 3.2611 1.3732
F -0.5077 -1.1459 2.1909
C -1.0375 -1.3332 3.4251
C -0.4752 -2.2776 4.2598
C -1.0136 -2.4663 5.5248
C -2.1102 -1.7169 5.9317
C -2.6661 -0.7744 5.0767
C -2.1235 -0.5758 3.8150
H 0.3744 -2.8573 3.9211
H -0.5782 -3.1981 6.1926
H -2.5315 -1.8686 6.9174
H -3.5229 -0.1934 5.3922
H -2.5379 0.1602 3.1379
F -1.6871 0.0739 -7.6941
C -1.0126 0.3152 -6.5520
C -1.4495 1.3195 -5.7083
C -0.7584 1.5651 -4.5298
C 0.3658 0.8106 -4.2162
C 0.7949 -0.1912 -5.0766
C 0.0987 -0.4462 -6.2513
H -2.3228 1.9010 -5.9754
H -1.0939 2.3421 -3.8564
H 0.9060 1.0061 -3.2984
H 1.6735 -0.7759 -4.8334
H 0.4131 -1.2289 -6.9302
*
```

As for the largest force on an atom: 2.40 eV/A. For the gap between HOMO and LUMO, the calculation gives 7.54 eV. For the highest occupied orbital energy, the calculation gives -0.31997 hartree. The calculation puts the LUMO energy at -1.17 eV. As for the total energy: -1461.6456 a.u. As for the SMILES: O=[PH2]C1=CC(=O)C=CC1=O.Fc1ccccc1.Fc1ccccc1.